(1)
Computed, not measured: a 13-piece molecular cluster, H26O13 overall, with ωB97M-V/def2-TZVPD.

Results
F_max in eV/Å: 0.497
Frontier orbital gap in Ha: 0.3749
Energy above the lowest of the compared OMol25 structures with the same formula, charge and spin in kcal/mol: 21.8
Net charge: 0
E_HOMO in eV: -10.2
E in eV: -27041.001

CARTESIAN COORDINATES (ANGSTROEM)
O -13.208 0.395 28.157
H -13.184 0.826 29.022
H -13.633 -0.454 28.315
O -15.378 -2.642 24.380
H -15.745 -3.311 23.795
H -14.423 -2.615 24.157
O -16.796 -3.359 26.794
H -15.962 -3.093 26.381
H -17.462 -2.986 26.210
O -12.587 -2.244 24.326
H -12.666 -1.356 24.724
H -12.163 -2.779 25.004
O -14.345 2.483 29.621
H -15.056 2.300 28.997
H -14.768 2.493 30.485
O -16.624 3.259 27.310
H -17.011 3.032 28.163
H -17.361 3.276 26.689
O -12.729 0.297 25.434
H -12.787 0.849 26.228
H -12.435 0.892 24.736
O -15.798 0.085 25.841
H -15.473 0.587 26.603
H -15.108 -0.567 25.678
O -16.367 0.479 29.178
H -17.040 0.131 28.563
H -16.314 -0.179 29.877
O -14.128 3.004 26.201
H -13.446 3.257 26.832
H -14.983 3.259 26.611
O -18.357 -0.500 27.451
H -18.225 -0.264 26.525
H -18.574 -1.438 27.430
O -17.390 -0.547 23.518
H -16.887 -0.589 24.339
H -17.571 -1.466 23.306
O -15.853 2.374 24.075
H -16.020 1.620 24.654
H -15.008 2.719 24.393



(2)
Computed, not measured: a 2-piece molecular cluster, C4H7ClN2 overall, with ωB97M-V/def2-TZVPD.

Results
F_max in eV/Å: 5.575
Frontier orbital gap in Ha: 0.3554
Energy above the lowest of the compared OMol25 structures with the same formula, charge and spin in kcal/mol: 50.2
SMILES: CC(C)=NC#N.Cl
Net charge: 0
E_HOMO in eV: -10.4
E in eV: -19762.557

CARTESIAN COORDINATES (ANGSTROEM)
C 1.146 -0.342 -1.094
C 0.408 -0.049 0.135
C 0.574 1.145 0.992
N -0.628 -0.832 0.532
C -1.185 -1.870 -0.011
N -1.993 -2.578 -0.385
H 1.695 0.535 -1.328
H 1.945 -1.109 -0.878
H 0.687 -0.740 -1.959
H 0.781 2.016 0.405
H 1.404 0.866 1.710
H -0.343 1.290 1.561
Cl -2.555 1.455 0.117
H -1.935 0.212 0.204



(3)
Computed, not measured: a 11-piece molecular cluster, C6H32F3N4O12S overall, with ωB97M-V/def2-TZVPD.

Results
F_max in eV/Å: 2.431
Frontier orbital gap in Ha: 0.2758
Net charge: +1
E_HOMO in eV: -12.6
E in eV: -56251.140

CARTESIAN COORDINATES (ANGSTROEM)
N -0.674 2.259 2.829
C -1.532 1.148 2.454
C -1.325 0.722 0.999
S -1.853 2.082 -0.135
O -3.218 1.837 -0.496
O -1.570 3.376 0.383
C -0.864 1.933 -1.709
F -1.121 3.025 -2.396
F -1.256 0.866 -2.409
F 0.446 1.871 -1.488
C -2.189 -0.495 0.647
C -1.832 -1.640 1.584
N -0.393 -1.701 1.969
C 0.479 -0.838 1.414
N 1.816 -1.077 1.545
N 0.096 0.318 0.751
H -0.750 2.446 3.819
H 0.295 2.079 2.594
H -1.340 0.291 3.111
H -2.588 1.402 2.574
H -3.254 -0.283 0.686
H -1.940 -0.790 -0.377
H -2.094 -2.604 1.151
H -2.410 -1.567 2.505
H -0.265 -1.727 2.983
H 2.387 -1.250 0.730
H 2.308 -0.978 2.420
H 0.211 0.136 -0.252
O -1.852 -0.562 -5.147
H -1.732 0.088 -4.451
H -1.771 -0.049 -5.966
O 2.603 -3.710 3.544
H 2.267 -3.046 2.940
H 2.763 -4.502 3.005
O -4.520 0.463 -4.633
H -4.037 -0.373 -4.684
H -4.281 0.838 -3.780
O 4.650 -0.479 0.595
H 4.646 0.011 -0.234
H 5.577 -0.703 0.732
O 1.940 3.927 2.860
H 1.250 4.453 2.441
H 2.474 4.586 3.315
O -2.317 -2.941 -6.854
H -2.192 -2.269 -6.173
H -2.254 -2.462 -7.685
O -3.195 0.984 -7.229
H -3.650 0.891 -6.374
H -3.867 1.337 -7.819
O 2.639 6.623 2.141
H 2.932 6.569 1.225
H 2.486 7.562 2.290
O 5.115 -4.023 5.173
H 4.175 -3.914 4.981
H 5.503 -3.165 4.985
O 3.074 -5.579 1.352
H 2.771 -4.983 0.660
H 3.236 -6.412 0.898



(4)
Computed, not measured: one molecule with the formula C11H18N2, with ωB97M-V/def2-TZVPD.

Results
F_max in eV/Å: 3.605
Frontier orbital gap (alpha / beta) in Ha: 0.2631 / 0.2927
Energy above the lowest of the compared OMol25 structures with the same formula, charge and spin in kcal/mol: 80.3
Net charge: 0
E_HOMO (alpha / beta) in eV: -7.2 / -7.4
E in eV: -14675.161

CARTESIAN COORDINATES (ANGSTROEM)
C -2.792 -0.027 0.105
C -0.084 1.730 -1.150
C -0.312 1.832 0.369
C -1.024 -0.648 -1.534
C 0.279 0.237 -1.343
C -1.748 -0.898 -0.258
C 0.092 0.544 0.878
C 1.094 -0.068 -0.088
C 0.227 0.239 2.271
C 2.496 0.672 -0.174
C 1.251 -1.552 0.053
N -3.274 0.947 0.511
N -1.754 -2.207 0.361
H -0.961 2.131 -1.800
H 0.775 2.423 -1.334
H 0.104 2.673 0.915
H -1.468 1.911 0.441
H -1.713 -0.162 -2.295
H -0.722 -1.609 -1.996
H 0.949 0.066 -2.229
H 0.172 -0.835 2.271
H -0.503 0.594 2.936
H 1.163 0.763 2.749
H 3.051 0.046 0.418
H 2.498 1.703 0.285
H 2.768 0.659 -1.207
H 2.117 -1.806 0.728
H 1.464 -2.163 -0.797
H 0.252 -1.936 0.431
H -2.698 -2.251 0.776
H -1.695 -3.007 -0.293



(5)
Computed, not measured: one molecule with the formula C3H3I, with ωB97M-V/def2-TZVPD.

Results
F_max in eV/Å: 6.100
Frontier orbital gap in Ha: 0.3538
Energy above the lowest of the compared OMol25 structures with the same formula, charge and spin in kcal/mol: 25.7
SMILES: IC1C=C1
Net charge: 0
E_HOMO in eV: -9.0
E in eV: -11256.694

CARTESIAN COORDINATES (ANGSTROEM)
I 0.922 -1.331 1.938
C 0.637 -0.305 0.097
C -0.271 0.879 -0.076
C -0.895 -0.180 -0.505
H 1.384 -0.429 -0.795
H -0.051 1.908 0.273
H -1.726 -0.542 -0.932



(6)
Computed, not measured: a 5-piece molecular cluster, C17H26F2O15 overall, with ωB97M-V/def2-TZVPD.

Results
F_max in eV/Å: 1.687
Frontier orbital gap in Ha: 0.4053
Energy above the lowest of the compared OMol25 structures with the same formula, charge and spin in kcal/mol: 0.0
SMILES: O=C1OC[C@@H](F)O1.O=C1OC[C@@H](F)O1.CCOC(=O)OC.CCOC(=O)OC.O=C1OCCO1
Net charge: 0
E_HOMO in eV: -10.8
E in eV: -54198.683

CARTESIAN COORDINATES (ANGSTROEM)
O 1.669 2.169 -0.050
C 2.099 1.478 0.803
O 2.204 0.146 0.797
C 2.564 -0.302 2.104
C 3.244 0.927 2.671
F 4.568 0.956 2.328
O 2.593 1.966 2.000
H 1.622 -0.551 2.595
H 3.212 -1.173 2.069
H 3.173 1.055 3.748
O -2.182 0.606 -0.478
C -1.309 0.031 -1.025
O -0.379 -0.711 -0.380
C 0.325 -1.501 -1.318
C 0.105 -0.704 -2.608
F -0.093 -1.541 -3.669
O -1.076 0.003 -2.358
H 1.369 -1.707 -1.085
H -0.090 -2.515 -1.380
H 0.973 -0.096 -2.862
C 4.501 -0.681 -5.529
C 4.102 0.269 -4.428
O 3.869 -0.351 -3.155
C 4.966 -0.751 -2.512
O 6.101 -0.647 -2.884
O 4.571 -1.293 -1.357
C 5.592 -1.845 -0.533
H 3.834 -1.553 -5.545
H 5.472 -1.147 -5.371
H 4.410 -0.150 -6.473
H 3.214 0.846 -4.676
H 4.884 1.027 -4.298
H 6.265 -1.071 -0.171
H 6.145 -2.599 -1.094
H 5.103 -2.330 0.307
C -4.264 3.277 1.219
C -3.225 3.629 2.261
O -3.862 4.163 3.422
C -4.261 3.309 4.356
O -4.131 2.112 4.329
O -4.821 4.014 5.333
C -5.479 3.270 6.337
H -3.812 2.908 0.301
H -4.792 4.195 0.963
H -4.912 2.529 1.674
H -2.545 4.421 1.944
H -2.577 2.799 2.550
H -6.123 2.495 5.926
H -6.077 3.957 6.931
H -4.750 2.833 7.026
O -2.510 -4.869 -3.134
C -2.840 -4.366 -2.115
O -2.005 -4.208 -1.052
C -2.706 -3.562 0.027
C -3.959 -3.053 -0.682
O -4.072 -3.904 -1.817
H -2.994 -4.390 0.675
H -2.195 -2.700 0.443
H -3.849 -2.019 -1.025
H -4.860 -3.102 -0.074



(7)
Computed, not measured: C45H42Cl5FLuNO2S2Si as an isolated structure, with ωB97M-V/def2-TZVPD.

Results
F_max in eV/Å: 5.100
Frontier orbital gap in Ha: 0.2163
Energy above the lowest of the compared OMol25 structures with the same formula, charge and spin in kcal/mol: 0.0
Net charge: 0
E_HOMO in eV: -6.2
E in eV: -181430.352

CARTESIAN COORDINATES (ANGSTROEM)
Lu 12.592 12.257 11.728
Cl 10.864 10.926 9.246
C 9.882 10.922 10.739
C 10.330 11.415 11.942
C 9.543 11.392 13.106
Cl 10.115 11.929 14.696
C 8.259 10.796 13.059
Cl 7.232 10.682 14.457
C 7.796 10.252 11.813
Cl 6.194 9.537 11.731
C 8.628 10.265 10.649
Cl 8.083 9.501 9.206
O 13.739 11.694 13.414
S 15.135 11.281 14.060
C 15.635 12.678 15.204
C 14.755 13.113 16.376
C 13.343 13.711 16.060
C 13.381 15.058 15.337
S 12.570 15.342 13.628
O 12.775 14.094 12.679
C 13.788 16.555 13.101
C 15.040 16.176 12.650
C 15.957 17.158 12.256
C 15.606 18.502 12.294
C 14.365 18.859 12.780
C 13.465 17.904 13.206
C 14.690 10.139 15.336
C 15.690 9.418 15.923
C 15.374 8.448 16.870
C 14.053 8.206 17.204
C 13.046 8.957 16.618
C 13.356 9.921 15.684
H 15.803 13.506 14.508
H 16.603 12.346 15.587
H 15.324 13.904 16.900
H 14.696 12.291 17.101
H 12.832 13.840 17.039
H 12.739 12.985 15.506
H 14.425 15.390 15.252
H 12.881 15.851 15.934
H 15.272 15.118 12.521
H 16.948 16.870 11.925
H 16.299 19.251 11.917
H 14.052 19.897 12.820
H 12.483 18.158 13.590
H 16.718 9.566 15.638
H 16.178 7.894 17.358
H 13.792 7.443 17.936
H 12.016 8.825 16.919
H 12.569 10.492 15.220
C 12.520 7.606 10.012
Si 13.190 8.633 11.438
C 11.878 8.617 12.811
C 14.763 7.735 12.077
N 13.544 10.288 10.905
C 14.594 10.535 10.045
C 15.304 9.553 9.236
C 16.286 9.946 8.342
C 16.607 11.282 8.176
C 15.973 12.270 8.931
C 15.071 11.862 9.874
F 14.343 12.887 10.542
H 12.082 6.692 10.451
H 13.322 7.338 9.306
H 11.714 8.142 9.487
H 12.122 7.835 13.526
H 10.936 8.349 12.356
H 11.798 9.558 13.343
H 14.572 6.656 12.038
H 14.979 7.990 13.124
H 15.645 7.934 11.473
H 15.065 8.508 9.330
H 16.827 9.178 7.785
H 17.348 11.618 7.447
H 16.160 13.337 8.794
C 7.086 16.619 8.896
C 8.416 17.056 8.876
C 9.400 16.337 9.538
C 9.076 15.142 10.225
C 7.722 14.750 10.240
C 6.750 15.468 9.567
C 10.091 14.216 10.793
C 11.333 14.017 10.338
C 12.027 14.587 9.228
C 13.111 15.481 9.393
C 13.708 16.113 8.316
C 13.267 15.850 7.016
C 12.275 14.898 6.819
C 11.666 14.277 7.901
H 6.324 17.203 8.382
H 8.622 17.917 8.257
H 10.434 16.671 9.517
H 7.456 13.837 10.735
H 5.718 15.128 9.614
H 9.728 13.691 11.680
H 13.491 15.669 10.386
H 14.502 16.834 8.456
H 13.722 16.346 6.173
H 11.985 14.620 5.802
H 10.857 13.568 7.802



(8)
Computed, not measured: C21H12Cl5F6N6O2OsS as an isolated structure, with ωB97M-V/def2-TZVPD.

Results
F_max in eV/Å: 0.643
Frontier orbital gap (alpha / beta) in Ha: 0.2601 / 0.1858
Energy above the lowest of the compared OMol25 structures with the same formula, charge and spin in kcal/mol: 10.6
Multiplicity: 5
Net charge: +1
E_HOMO (alpha / beta) in eV: -10.3 / -11.2
⟨S²⟩: 6.050
E in eV: -127220.104

CARTESIAN COORDINATES (ANGSTROEM)
Os 0.193 0.135 0.045
C 3.102 -1.873 3.860
N 3.391 -0.767 2.956
C 4.259 0.275 3.225
C 4.234 1.101 2.170
N 3.337 0.559 1.245
C 2.824 -0.605 1.749
S 1.748 -1.687 1.027
C 3.088 1.196 0.006
C 4.180 1.736 -0.659
C 3.982 2.480 -1.805
C 2.687 2.678 -2.259
C 1.657 2.082 -1.568
N 1.837 1.330 -0.461
H 3.926 -1.961 4.563
H 3.009 -2.790 3.286
H 2.172 -1.678 4.391
H 4.800 0.340 4.150
H 4.718 2.044 2.004
H 5.173 1.546 -0.279
H 4.827 2.891 -2.338
H 2.472 3.254 -3.145
H 0.633 2.174 -1.901
Cl -6.121 -2.833 -2.461
C -4.758 -2.338 -1.609
C -4.252 -1.020 -1.808
Cl -5.059 0.030 -2.880
C -3.140 -0.602 -1.128
Cl -2.576 0.998 -1.241
C -2.461 -1.493 -0.208
O -1.423 -1.198 0.431
C -3.031 -2.819 0.002
Cl -2.226 -3.828 1.095
C -4.142 -3.225 -0.692
Cl -4.782 -4.791 -0.475
C -1.656 1.818 3.374
C -0.480 2.110 2.446
O -0.170 0.968 1.728
C -0.839 3.288 1.513
F -1.908 2.968 0.767
F -1.139 4.389 2.201
F 0.152 3.591 0.659
C 0.768 2.459 3.288
F 1.125 1.404 4.036
F 0.558 3.490 4.108
F 1.823 2.766 2.514
H -2.533 1.593 2.772
H -1.878 2.660 4.027
H -1.410 0.947 3.976
N 0.348 -0.645 -1.748
C 0.721 -0.852 -2.855
N 1.038 -1.163 -3.999
C 1.761 -0.637 -4.959
N 2.388 -0.205 -5.823



(9)
Computed, not measured: one molecule with the formula C4H7NO, with ωB97M-V/def2-TZVPD.

Results
F_max in eV/Å: 1.094
Frontier orbital gap in Ha: 0.4186
Energy above the lowest of the compared OMol25 structures with the same formula, charge and spin in kcal/mol: 37.0
SMILES: CCOCC#N
Net charge: 0
E_HOMO in eV: -10.5
E in eV: -7798.040

CARTESIAN COORDINATES (ANGSTROEM)
C 1.713 1.040 0.294
C 0.442 0.422 -0.248
O -0.205 -0.256 0.823
C -1.215 -1.150 0.455
C -1.986 -0.744 -0.740
N -2.550 -0.452 -1.707
H 2.465 0.275 0.503
H 2.122 1.746 -0.434
H 1.499 1.579 1.222
H 0.666 -0.272 -1.072
H -0.233 1.193 -0.643
H -1.904 -1.228 1.301
H -0.814 -2.153 0.247